Formula: C36H98N6O10
Source: OMol25
Level of theory: the ωB97M-V functional and the def2-TZVPD basis

Geometry as XYZ:
```
150
Properties=species:S:1:pos:R:3:forces:R:3
H 17.00884 8.68613 11.00416 -0.4367 -0.4630 -0.0506
H 14.75394 20.25618 16.31690 -1.3905 0.2228 0.4217
C 15.20893 11.68384 17.12719 0.0709 0.2002 -0.6615
H 17.97380 18.04464 15.93647 0.7540 -0.2033 0.5457
C 11.29816 15.43326 17.32317 -0.3998 0.2685 -0.2898
H 13.99062 11.06553 18.82327 0.1056 -0.0001 0.1732
H 13.91788 13.51497 18.74671 -0.2545 -0.4244 -0.1581
H 11.77809 10.71539 9.19761 0.0251 -0.4772 -0.4239
H 16.22332 10.72073 14.85408 0.1913 -0.0987 0.1315
H 13.74466 19.89659 11.74398 -0.3131 0.2833 0.1944
H 16.71437 15.47734 18.58541 -0.1449 0.2375 -0.2746
H 16.22491 7.20525 12.94533 -0.0788 -0.0517 0.2205
C 8.80716 12.99853 15.96251 -0.3718 0.9213 0.0146
H 9.11202 11.26500 14.88964 0.1380 -1.0051 -0.2346
H 15.80457 16.26834 10.38603 0.3987 -0.3140 -0.3258
H 15.42468 14.56190 10.69685 0.1080 0.3133 -0.5357
H 14.50151 16.17207 15.83336 0.3876 -0.2042 0.0692
H 11.51168 17.78677 14.21578 -0.0230 -0.3216 -0.2386
N 17.99328 10.61116 9.86677 0.0720 -0.1757 -0.8130
H 15.91557 12.27596 17.74349 0.0168 -0.1614 -0.3584
N 7.46141 13.27631 15.41226 0.1370 -0.1879 -0.0695
H 10.97486 19.06757 13.12682 -0.3277 0.3019 -0.1594
C 13.25057 19.00367 11.36692 -0.2259 0.4826 -0.1760
C 19.47156 16.95235 12.72449 0.5330 -0.9290 0.2751
N 13.46044 12.98359 18.00569 -0.0307 0.5998 0.3693
H 12.91325 11.39243 16.04190 -0.4287 0.1259 -0.6965
H 12.98990 10.11099 14.05191 0.4690 -0.1622 0.3173
H 18.49724 15.29805 7.83896 0.9146 -0.1067 -0.5883
C 9.66883 12.16399 15.04059 -0.6586 1.1475 -0.4265
H 14.00856 17.21281 9.23033 0.3143 -0.0946 -0.5551
C 9.99153 15.76729 10.70607 -0.8068 -0.7116 0.0598
H 16.92025 9.31992 15.63181 0.2738 -0.1423 0.1457
H 20.03363 16.47736 14.80303 -0.5565 -0.1863 0.7480
H 15.72928 9.88096 10.84845 -0.2930 0.1213 0.0768
C 12.86697 10.87516 16.98064 -0.4292 -0.2099 1.0597
C 15.04056 14.42762 14.15748 -0.2045 0.2199 -0.4600
H 8.07980 13.64335 10.41194 0.3074 0.4476 0.4314
H 14.73750 18.01200 17.51634 0.1098 -0.1156 -0.3115
H 18.73104 10.00751 9.55696 0.1968 -0.3238 -0.0664
C 15.84887 15.65437 17.93284 -0.8852 1.3007 -0.3280
H 16.87818 15.57212 7.18645 -0.3039 -0.2698 -0.0421
H 14.19223 13.13286 9.21948 0.2192 0.5910 -0.2803
C 8.47681 13.85372 11.43947 -0.5148 0.0355 -2.0119
H 18.33646 12.64679 11.55799 -0.4041 -0.6026 -0.1649
C 13.66654 14.65188 14.86152 1.8818 -0.5978 -0.4577
C 15.95706 18.73882 15.78511 0.3121 -1.3696 0.9674
H 7.66906 13.52512 12.05612 -0.2718 -0.1655 0.8762
H 20.90226 15.49617 13.59199 -0.5492 0.3911 0.1315
C 15.75226 17.89924 17.09146 0.5290 0.6562 -0.7007
H 14.96566 14.90983 13.17698 0.3806 0.0321 0.0056
H 16.49232 12.79708 9.48572 -0.1526 -0.0386 -0.1325
H 15.46654 14.76426 17.47906 0.1188 -0.8921 -0.0616
H 11.22061 10.10227 13.95223 0.7138 0.0340 -0.5382
H 14.17236 11.47895 11.92486 -0.2897 -0.8161 -0.0749
H 13.09668 9.83022 16.84615 0.6357 -0.2818 -0.2119
O 13.66954 15.99746 15.37419 -0.8692 -0.4222 -0.1730
C 12.93146 12.04380 10.37479 1.0541 -0.8293 -0.0843
N 17.03713 13.35561 8.84242 0.4942 0.7983 0.6844
H 12.74343 15.32125 13.19661 -0.5198 -0.5839 -0.4880
H 7.34896 15.94340 10.44114 -0.1042 0.1507 0.2566
O 16.07570 16.54991 16.83728 0.0393 -0.5357 -0.3766
H 19.23962 17.99457 12.85035 -0.1454 0.5327 0.3741
C 17.39453 18.57372 15.21341 -1.6552 0.0954 0.6708
O 7.59189 16.10488 11.36609 0.8769 -0.4047 -0.6111
H 17.37889 17.95650 14.32169 0.0701 0.6819 -0.1243
C 12.54930 14.46837 13.87109 -0.5463 1.4141 -0.2241
H 16.58523 12.33449 11.32249 -0.4083 0.3364 0.0957
H 12.42502 19.24513 14.17116 -0.2172 0.3769 -0.0684
H 17.56710 16.60915 11.81820 0.2034 -0.2854 0.9811
H 15.92248 14.81186 14.68255 -0.4479 0.4786 0.2486
H 12.17542 9.00458 12.90568 0.0991 0.4814 -0.0159
O 16.21996 9.30234 12.80285 -0.4091 -0.5520 0.0087
N 15.71532 20.12297 16.14849 1.0442 0.1848 -0.5984
H 13.12456 15.99900 8.14509 0.2024 0.6761 0.0285
C 17.09024 14.77976 9.27780 -1.0093 -0.1005 -1.1335
H 9.33229 13.21075 11.48588 0.6009 -0.3418 0.5585
H 12.34053 15.24292 17.23327 0.9568 0.3345 0.1248
H 12.61202 13.51002 13.36720 0.1797 -0.1120 -0.1818
C 16.57118 9.57688 11.47029 0.1448 -1.0138 -0.7039
C 17.51388 15.63773 8.05704 -0.2679 -0.0403 1.5151
H 17.41193 11.88592 12.85376 -0.3466 0.3374 -0.2330
H 17.83667 14.89642 10.03411 0.7457 -0.1197 0.4929
H 15.05203 8.20153 13.93919 -0.2940 -0.5679 0.7820
H 7.56523 13.86727 14.60211 0.0481 0.4246 -0.2627
H 12.76984 12.92858 10.97377 0.0443 0.8097 -0.2641
H 15.91659 20.70682 15.34128 0.0863 0.0294 0.1127
C 8.80055 15.32434 11.58817 -0.3489 0.1532 0.3108
O 15.72247 10.41792 16.79943 -0.5404 -0.3279 1.5956
O 12.19052 11.05881 12.43178 -0.3030 0.5342 -0.9412
C 16.67219 10.35952 15.80034 0.1470 0.9838 -1.5568
H 17.58202 10.98503 15.94561 -0.3479 -0.4255 0.3871
N 14.16266 12.18595 9.54911 -0.4758 0.3319 0.9660
H 13.40324 10.00070 11.16035 0.2012 0.2010 -0.3539
H 14.12994 11.62116 8.71795 -0.1678 -0.4554 -0.1684
H 11.74739 12.45492 8.68020 -0.4763 -0.8897 0.8411
H 11.04288 16.31411 16.68940 0.1093 -0.5253 0.4129
H 18.10721 15.08881 12.57122 0.6583 0.9895 0.1051
H 14.98451 12.22890 16.17451 0.2932 -0.0934 0.6311
H 17.52124 16.36679 13.62569 0.3979 0.0791 -0.5018
H 17.74183 19.59075 15.10971 0.6561 0.0241 -0.5238
H 13.62254 13.86413 15.58691 -0.3961 0.1371 1.3066
O 13.97724 17.56048 13.05293 0.9490 0.5633 -0.6359
H 14.99480 16.10355 18.46003 0.2915 -0.3924 0.5929
C 18.11934 16.20850 12.71304 -0.4305 -0.6522 -1.3569
H 10.80902 11.82668 10.14611 0.1868 0.0710 -0.3443
H 10.64066 12.04610 15.42212 1.1910 -0.7304 0.8849
O 14.86533 15.31490 8.80300 -0.0461 0.1423 0.5859
C 17.49425 11.94938 11.75710 0.2424 -0.0234 1.3590
H 8.68093 14.81354 17.01623 0.1199 0.5436 0.6698
C 13.25336 11.04597 11.46105 0.1081 0.0600 1.5789
H 14.02565 18.49260 10.83486 0.4880 -0.3915 -0.4235
H 14.72270 7.88318 12.22155 0.5332 0.1726 0.4138
C 15.51573 8.03289 12.99340 0.3838 1.6867 -1.3885
O 20.19413 16.93373 11.45900 0.0913 -1.0988 0.9572
H 10.08433 16.84127 10.82160 0.2901 0.1489 -0.2366
C 11.72923 11.73046 9.55059 -0.6746 1.1623 -0.5803
H 15.26318 18.33976 15.06203 -0.4400 0.0578 -0.4578
O 10.73949 14.23221 16.80921 -1.5836 0.5340 -0.0503
H 12.45727 13.09592 18.05643 -0.0228 -0.0505 0.1050
H 12.31103 17.20439 11.93563 0.0530 0.4195 0.1767
H 11.50452 14.56874 14.24622 0.8743 -0.0134 0.2002
H 18.21668 11.55869 9.59103 -0.0216 -0.0308 -0.1894
C 20.45369 16.48816 13.82517 0.4953 0.1932 -1.2015
H 16.45394 18.27786 17.80972 0.3796 0.4551 0.6683
H 10.92461 15.24718 10.98909 -0.3990 0.2938 0.0787
C 15.77464 15.27063 9.90123 -0.2159 -0.3078 -0.2894
H 17.57096 16.67864 8.36476 0.0395 0.1883 -0.0471
C 13.87941 11.60111 17.87942 -0.2363 -0.4803 -0.7159
H 18.54335 10.12273 11.89164 -0.1204 0.1221 -0.4936
H 11.82940 10.80997 17.37591 0.5499 0.7160 -0.1029
H 13.15307 15.84841 9.85696 0.0565 -0.2360 0.4164
H 11.05474 15.63932 18.38399 -0.2836 -0.1924 -0.4342
H 20.94196 16.32536 11.64775 -0.6593 0.5658 -0.6609
H 21.29113 17.19064 13.85972 -0.0220 0.0151 -0.0352
C 12.16532 10.01947 13.35954 -0.7616 -0.5148 0.4146
H 12.46883 19.24361 10.62650 0.1405 0.0705 0.5282
H 15.34146 13.39419 14.00696 -0.5917 -0.4512 -0.1550
H 9.86953 12.62177 14.07253 -0.4672 0.2839 -0.2370
H 8.99555 15.54236 12.64354 0.3383 -0.0305 -0.1018
C 17.71237 10.53230 11.26919 1.2521 0.8836 1.2616
H 7.05000 12.43407 15.01535 0.0707 -0.0840 0.3504
H 9.78097 15.48220 9.65317 0.1014 0.3701 0.4487
C 13.77377 16.16504 9.01491 -1.1050 -0.6694 -0.1168
H 16.62963 13.24830 7.92838 -0.1907 0.2117 -0.1838
C 9.39442 14.40082 16.32285 0.2061 -2.4144 -0.1021
C 11.83839 18.57451 13.53799 1.1443 0.0605 -0.1228
C 12.80880 18.06269 12.45199 -1.2550 -1.2829 0.2266
H 13.78890 17.07680 13.85462 -0.3633 -0.4441 0.7396
H 8.61416 12.42742 16.87622 0.3163 0.1312 0.1060
H 9.35233 14.96959 15.40378 0.3721 0.5886 -0.3583
```
Forces are in eV/Å.

Values from the calculation:
Calculated total energy   -2511.17767 Ha
Multiplicity   1